DFT (ωB97M-V with the def2-TZVPD basis set) results for 3 unconnected molecules or ions with the total composition C7H19N2O6.

Each line ends with the natural charge from an NBO analysis.
Element x y z (Å)
C -3.6567 1.4466 0.5352  -0.716
C -4.0376 -1.0429 0.2057  -0.710
C -1.5873 1.1816 -1.5578  -0.409
C 3.8472 -1.5234 -0.6595  -0.425
C -3.2072 0.1300 0.0485  0.502
C 0.1330 -0.8672 1.1042  1.007
C 2.9716 0.6657 -0.2035  0.867
N -2.3184 0.0542 -0.8732  -0.413
N 3.2638 -0.6946 0.3556  -0.665
O 1.2206 -0.9153 1.9039  -0.727
O -0.9837 -1.3179 1.7484  -0.699
O 0.0972 -0.6258 -0.0761  -0.717
O 4.2349 1.1796 -0.5886  -0.735
O 2.3946 1.3984 0.7784  -0.723
O 2.1830 0.6634 -1.2568  -0.717
H -2.8734 2.0091 0.9478  0.260
H -4.2351 1.2974 1.4605  0.259
H -4.1215 2.0451 -0.2385  0.275
H -3.4286 -1.9907 0.2985  0.264
H -4.7758 -1.0978 1.0128  0.264
H -4.6336 -1.1322 -0.6626  0.271
H -0.9356 0.5685 -2.2156  0.239
H -2.2308 1.7970 -2.0654  0.222
H -0.9771 1.7690 -0.9480  0.237
H 3.4255 -1.1912 -1.5935  0.233
H 5.0082 -1.3370 -0.6357  0.214
H 3.6251 -2.5765 -0.3220  0.212
H 3.8488 -0.5177 1.1229  0.380
H 2.0428 -0.7241 1.2128  0.495
H -0.5828 -1.4084 2.6813  0.519
H -2.0298 -0.9127 -1.0410  0.441
H 4.1136 2.0370 -1.0728  0.495
H 2.8727 1.3631 1.6243  0.488
H 1.3325 0.2696 -1.0302  0.510

Atomic forces in eV per Å
C -0.573 -0.644 1.508
C 0.214 -2.934 2.047
C 1.128 -4.226 0.041
C 2.637 -1.461 1.312
C -0.745 1.506 -1.567
C 0.987 -1.660 1.762
C 3.112 -0.162 0.793
N 0.624 0.601 0.637
N -2.235 2.300 -0.889
O -1.571 0.703 -1.993
O 1.962 0.712 1.819
O 0.023 0.380 -0.505
O -0.509 0.827 -0.287
O -0.842 1.175 1.481
O -0.852 -0.031 -1.940
H 1.687 0.910 0.024
H -0.630 0.101 -0.840
H -0.425 -0.042 -0.039
H -0.513 0.946 -0.248
H 0.540 0.589 0.176
H -0.547 -0.082 -1.266
H -0.308 1.111 -0.023
H -1.800 1.149 -1.396
H 0.872 0.576 1.488
H 0.016 -0.598 -0.425
H -2.207 -0.607 -0.469
H 0.363 0.864 -1.138
H 1.477 -0.046 1.088
H -0.326 -1.103 0.476
H -1.436 -0.177 -1.486
H 0.237 0.590 -0.610
H -0.018 -1.109 0.623
H 0.007 0.097 -0.500
H -0.352 -0.254 0.349

Output
Charge: +1
Multiplicity: 1
E_LUMO in eV: -3.674
HOMO-LUMO gap in eV: 9.420

***

DFT (ωB97M-V with the def2-TZVPD basis set) results for a molecular structure, C7H19N3.

Each line ends with the natural charge from an NBO analysis.
Element x y z (Å)
C 1.6742 -1.1676 -1.3750  -0.424
C 2.1105 -0.3999 0.7885  -0.431
C -0.0425 0.0198 -0.3301  0.302
C 0.3568 2.1660 -1.1824  -0.427
C -1.5739 1.9775 0.4708  -0.438
C -1.8558 -1.4173 -0.0318  -0.404
C -0.6126 -0.9668 1.8000  -0.422
H 1.8444 -1.0803 -2.7886  0.199
H 2.9311 -1.7045 -1.2636  0.214
H 0.7759 -1.9640 -0.9485  0.196
H 1.8853 -1.5655 1.0311  0.183
H 3.1569 -0.4228 0.6207  0.206
H 2.1564 0.2724 1.5744  0.217
H -0.5058 -0.0730 -1.4367  0.190
H 0.2175 3.2858 -1.0944  0.202
H 1.4640 2.0022 -1.2971  0.243
H -0.1768 2.0652 -2.2414  0.161
H -1.4281 3.2638 0.6124  0.238
H -2.6623 1.4221 -0.2381  0.160
H -1.7543 1.5300 1.6187  0.216
H -2.0500 -2.5213 0.3704  0.200
H -2.6830 -0.6450 0.0213  0.185
H -1.6878 -1.6800 -1.0665  0.203
H -0.5349 -1.9972 2.3095  0.208
H 0.0578 -0.0438 2.0242  0.227
H -1.5974 -0.5810 2.2039  0.167
N 1.3700 -0.1688 -0.5305  -0.561
N -0.2258 1.5401 -0.0603  -0.510
N -0.6097 -1.1462 0.4393  -0.501

Atomic forces in eV per Å
C 2.241 -6.653 -3.796
C -0.331 -4.336 -2.572
C -0.839 0.609 -3.072
C -0.316 3.468 -2.609
C -0.409 0.090 0.723
C -2.949 -4.306 -1.607
C -0.291 1.379 4.274
H -1.341 0.395 4.286
H -4.142 1.729 0.284
H 2.756 0.467 -2.349
H 0.300 2.732 0.319
H 1.135 -0.207 -1.156
H -1.636 1.526 1.499
H 0.816 -0.145 2.274
H 0.287 -0.942 0.387
H -1.439 -0.111 0.198
H 0.841 -0.748 1.808
H -1.144 -3.980 -0.792
H 3.216 2.344 1.853
H 0.644 1.222 -3.263
H -0.771 2.378 -0.289
H 0.749 -0.994 0.548
H -0.632 0.200 -0.747
H 0.777 1.751 -0.188
H -0.525 -2.388 0.529
H 0.459 -0.359 -0.532
N 1.886 3.785 3.756
N -1.504 -2.978 2.089
N 2.165 4.073 -1.856

Output
Energy relative to the best compared isomer or geometry (same formula, charge and spin) in kJ/mol: 916.62
Multiplicity: 1
E_LUMO in eV: 0.826
HOMO-LUMO gap in eV: 9.088

***

DFT (ωB97M-V with the def2-TZVPD basis set) results for 2 unconnected molecules or ions with the total composition C7H19NO.

Each line ends with the natural charge from an NBO analysis.
Element x y z (Å)
C -1.9313 -0.9516 -0.4402  0.106
C -1.6546 -1.8587 0.7647  -0.638
C -2.8040 0.2409 -0.0451  -0.635
O -0.7606 -0.5411 -1.0999  -0.773
H -0.1657 0.0882 -0.5464  0.511
H -2.4762 -1.5436 -1.1876  0.176
H -1.1159 -1.3268 1.5464  0.201
H -2.3949 0.7553 0.8234  0.199
H -2.5942 -2.2086 1.1886  0.214
H -1.0766 -2.7307 0.4627  0.212
H -2.8729 0.9390 -0.8775  0.219
H -3.8073 -0.0925 0.2125  0.212
C 1.6777 0.9083 0.1555  -0.278
C 2.0619 -0.4105 -0.8230  -0.202
C 0.6084 1.0022 1.2487  -0.639
C 1.6602 2.1827 -0.6897  -0.613
N 1.6630 -1.7224 -0.4624  -0.846
H 2.6183 0.9359 0.7204  0.199
H 0.6611 -1.8316 -0.6248  0.386
H 1.9048 -1.9702 0.4893  0.349
H 3.1511 -0.3570 -0.9039  0.191
H 1.6257 -0.1822 -1.7960  0.194
H 0.9281 1.7278 1.9986  0.226
H 2.4999 2.2101 -1.3822  0.212
H 0.7349 2.2339 -1.2619  0.200
H 0.4513 0.0438 1.7412  0.213
H -0.3289 1.3882 0.8511  0.198
H 1.7366 3.0712 -0.0626  0.207

Atomic forces in eV per Å
C -0.666 0.034 0.588
C -0.090 0.090 -0.322
C 0.062 -0.241 -0.112
O 1.608 1.559 0.560
H -1.950 -1.674 -1.158
H 0.141 0.122 0.056
H 0.036 0.032 0.020
H 0.036 0.062 0.029
H -0.085 -0.037 0.022
H 0.049 -0.055 0.028
H -0.020 0.049 -0.017
H -0.097 -0.018 0.032
C 2.126 -0.426 -0.288
C -0.881 1.903 0.642
C -0.005 -0.417 -0.394
C 0.096 -0.353 0.031
N -0.340 -0.672 0.316
H -0.079 0.139 0.085
H 0.544 -0.075 0.213
H -0.042 -0.010 -0.067
H -0.141 0.118 -0.047
H 0.162 -0.086 -0.114
H 0.080 -0.072 -0.031
H 0.011 -0.040 -0.130
H -0.101 0.123 -0.152
H -0.116 0.024 0.094
H -0.231 -0.121 0.075
H -0.108 0.039 0.040

Output
Energy relative to the best compared isomer or geometry (same formula, charge and spin) in kJ/mol: 114.79
Multiplicity: 1
E_LUMO in eV: 0.939
HOMO-LUMO gap in eV: 9.612
Structure (SMILES): CC(C)CN.CC(C)O

***

DFT (ωB97M-V with the def2-TZVPD basis set) results for 3 unconnected molecules or ions with the total composition C7H19NO2.

Each line ends with the natural charge from an NBO analysis.
Element x y z (Å)
C 0.0899 -2.4773 1.4309  -0.621
C -0.7753 -2.1575 0.1821  -0.418
C -1.6454 -0.9341 0.3757  -0.392
C -0.8607 0.3932 0.2896  -0.419
N 1.9764 0.1417 -2.2281  -0.809
C 1.2164 0.1443 -1.0248  -0.006
C -0.0404 0.5836 -0.9530  -0.085
C -0.7610 1.2234 -2.1120  -0.679
H 1.1517 -2.5062 1.1831  0.200
H -0.2202 -3.3982 1.9006  0.210
H 0.0362 -1.6454 2.1289  0.218
H -0.1486 -2.2309 -0.7047  0.213
H -1.4355 -3.0165 0.0368  0.202
H -2.1959 -1.0678 1.3061  0.207
H -2.4243 -0.8143 -0.3870  0.194
H -1.5193 1.2599 0.4350  0.198
H -0.2564 0.4775 1.1870  0.203
H 2.9561 0.2637 -2.0168  0.366
H 1.7241 0.9692 -2.7600  0.360
H 1.6417 -0.3517 -0.1586  0.182
H -0.5107 0.6852 -3.0443  0.225
H -0.3818 2.1882 -2.4698  0.213
H -1.8194 1.1820 -1.9339  0.224
H 1.1080 0.7534 2.8775  0.472
H 2.2072 0.0571 2.1072  0.466
O 1.7311 0.0226 2.9418  -0.932
H -0.6506 3.8093 1.0324  0.465
H -0.2938 3.0552 -0.2207  0.471
O 0.1007 3.3905 0.5989  -0.932

Atomic forces in eV per Å
C 0.093 0.972 -0.594
C -0.098 -1.541 0.429
C -0.033 0.800 -1.260
C -0.036 0.191 1.284
N -0.068 0.706 0.652
C -0.443 -0.076 -0.398
C -0.061 0.208 0.185
C 1.359 -0.847 -1.163
H 0.016 -0.381 -0.046
H 0.073 -0.192 0.239
H -0.189 -0.162 0.333
H -0.071 0.799 -0.177
H -0.222 0.024 0.061
H 0.156 0.347 0.258
H 0.009 -0.606 -0.162
H -0.277 -0.283 -0.292
H 0.567 -0.170 0.029
H 0.227 -0.254 -0.015
H -0.040 -0.212 -0.248
H 0.195 -0.040 -0.165
H -0.544 -0.478 0.280
H -0.334 0.540 0.855
H -0.467 0.385 -0.224
H 0.017 0.074 0.056
H 0.070 0.000 -0.015
O 0.011 0.083 0.035
H 0.114 0.097 0.142
H 0.346 -0.036 0.166
O -0.371 0.054 -0.245

Output
Energy relative to the best compared isomer or geometry (same formula, charge and spin) in kJ/mol: 52.62
Multiplicity: 1
E_LUMO in eV: 0.592
HOMO-LUMO gap in eV: 8.830
Structure (SMILES): CCCC/C(C)=C/N.O.O

***

DFT (ωB97M-V with the def2-TZVPD basis set) results for a molecular structure, C7H20BeN9O7.

Each line ends with the natural charge from an NBO analysis.
Element x y z (Å)
Be -1.1845 -0.9496 0.2995  1.631
O -3.0437 -3.8327 2.8081  -0.674
C -2.5734 -2.8565 2.0095  0.943
O -1.9064 -3.1364 0.9834  -0.795
O -2.7616 -1.6752 2.4026  -0.786
H -3.3436 -3.1777 3.4695  0.502
C 1.0317 -2.5372 -2.0995  0.798
O 0.4143 -1.9530 -1.2082  -0.738
N 2.3319 -2.2305 -2.3426  -0.832
N 0.5397 -3.5320 -2.8792  -0.804
H 2.6091 -1.5244 -1.6840  0.400
H 2.7946 -2.4292 -3.2088  0.405
H 1.0922 -3.8039 -3.6741  0.390
H -0.4603 -3.5753 -2.9922  0.414
C 0.7423 1.7758 1.5995  0.796
O -0.2399 1.0859 1.3689  -0.694
N 1.9566 1.5870 1.0091  -0.841
N 0.6982 2.9076 2.3356  -0.828
H 2.6471 2.3055 1.1300  0.391
H 2.1293 0.8519 0.3544  0.399
H -0.1754 3.2441 2.6999  0.423
H 1.5414 3.3781 2.6081  0.393
C -3.0343 2.1133 0.1232  0.790
O -2.9760 0.9249 0.4537  -0.701
N -4.1525 2.8561 0.1276  -0.821
N -1.9539 2.7576 -0.4076  -0.858
H -4.9865 2.4183 0.4798  0.423
H -4.1359 3.6922 -0.4235  0.398
H -1.9728 3.7466 -0.5747  0.386
H -1.2174 2.1817 -0.7850  0.428
C 0.4254 0.9568 -2.4675  0.803
O -0.0992 0.7156 -1.3830  -0.730
N -0.1920 1.1172 -3.6723  -0.824
N 1.7724 1.0236 -2.5847  -0.826
H -1.1803 0.9531 -3.7526  0.419
H 0.3703 1.1485 -4.5019  0.398
H 2.2380 1.2042 -3.4540  0.403
H 2.2847 0.8576 -1.7412  0.394
C 2.6817 -1.3834 3.5969  -0.730
C 1.6475 -1.5300 2.5766  0.369
N 0.8663 -1.5741 1.7414  -0.409
H 3.6797 -1.1264 3.2519  0.261
H 2.7082 -2.3558 4.0913  0.271
H 2.3871 -0.6202 4.3159  0.266

Atomic forces in eV per Å
Be 0.332 -0.915 1.989
O 0.003 0.889 -0.058
C 0.859 1.727 -0.173
O 0.740 0.868 -1.654
O 0.282 0.087 -0.555
H -0.513 -1.063 0.636
C -0.225 -0.294 -0.340
O -0.647 0.149 0.353
N -0.350 0.266 0.892
N -0.444 0.267 -0.120
H 0.767 0.037 -0.456
H 0.213 0.092 0.129
H -0.125 -0.197 -0.007
H 0.017 -0.179 0.165
C -0.226 0.118 -1.244
O -0.466 -0.824 0.233
N 0.584 0.069 0.345
N -0.138 0.318 0.530
H 0.178 -0.164 -0.208
H -0.322 -0.230 0.201
H -0.028 -0.249 0.063
H -0.090 0.083 0.049
C 1.216 -0.462 -1.187
O 0.129 -0.708 -0.072
N -0.217 -0.242 0.674
N -0.020 0.060 0.134
H -0.152 0.313 -0.131
H -0.580 0.066 0.131
H 0.050 -0.048 -0.131
H 0.160 0.057 0.267
C 0.385 -0.661 -0.976
O -0.694 0.201 -0.017
N -0.498 -0.003 0.669
N 0.249 0.099 0.480
H 0.021 0.038 -0.002
H -0.220 0.037 -0.141
H 0.157 0.044 0.122
H 0.272 0.180 -0.175
C -0.440 -0.537 0.522
C 0.554 0.665 -0.397
N -0.734 0.107 -0.346
H -0.166 -0.122 -0.503
H 0.286 0.153 0.285
H -0.161 -0.095 0.027

Output
Energy relative to the best compared isomer or geometry (same formula, charge and spin) in kJ/mol: 0.00
Charge: +1
Multiplicity: 1
E_LUMO in eV: -3.330
HOMO-LUMO gap in eV: 7.765

***

DFT (ωB97M-V with the def2-TZVPD basis set) results for 4 unconnected molecules or ions with the total composition C7H20Cl2N6O8P.

Each line ends with the natural charge from an NBO analysis.
Element x y z (Å)
C 2.8445 2.5935 3.0152  -0.605
C 1.3956 2.8211 2.5343  -0.443
C 1.1023 2.5721 1.0434  -0.043
Cl 2.4993 2.9249 0.0225  0.021
N 0.5436 1.2336 0.6405  -0.777
C -0.8076 1.1520 0.8525  0.687
N -1.5455 1.5762 1.9672  -0.850
N -1.5546 0.6363 -0.0823  -0.493
Cl -0.9577 0.0519 -1.5283  0.288
P 1.3839 -0.3397 1.0201  1.540
O 1.5734 -0.4172 2.6443  -0.991
O 2.8689 -0.0927 0.5463  -0.970
H 2.8177 2.1532 4.0116  0.226
H 3.3570 3.5458 3.1078  0.236
H 3.4033 1.9114 2.3853  0.191
H 1.1385 3.8609 2.7368  0.237
H 0.7516 2.2067 3.1602  0.197
H 0.3654 3.3098 0.7228  0.213
H -1.5730 2.5863 2.0572  0.417
H -1.2080 1.1691 2.8285  0.397
H -2.5668 0.5826 0.0739  0.480
H 0.7471 -0.3324 3.1225  0.497
H 3.4929 0.2169 1.2194  0.521
C 2.2004 -0.7558 -3.5018  -0.492
N 2.0699 -0.8133 -4.9825  0.534
O 3.0598 -1.0451 -5.6326  -0.348
O 0.9572 -0.6172 -5.4275  -0.392
H 3.2312 -0.9436 -3.2274  0.237
H 1.8880 0.2385 -3.1942  0.223
H 1.5426 -1.5174 -3.0906  0.237
C -4.8911 -0.3818 -2.5460  -0.484
N -5.0515 -0.2602 -1.0709  0.549
O -6.1178 0.0605 -0.6321  -0.293
O -4.0661 -0.5163 -0.3782  -0.480
H -5.8382 -0.1343 -3.0087  0.247
H -4.1090 0.3083 -2.8484  0.234
H -4.6001 -1.4068 -2.7559  0.251
C -0.0911 -4.1944 1.2302  -0.488
N 0.0138 -3.7936 -0.1997  0.536
O 0.9984 -3.1760 -0.5470  -0.390
O -0.9019 -4.1112 -0.9241  -0.366
H 0.7926 -3.8431 1.7492  0.228
H -0.9958 -3.7427 1.6263  0.231
H -0.1633 -5.2770 1.2599  0.250

Atomic forces in eV per Å
C -0.513 -0.019 0.421
C 0.666 -0.150 0.101
C -0.454 0.178 0.200
Cl 0.072 0.065 -0.182
N 0.634 0.721 1.656
C 0.153 -0.112 -0.780
N 0.043 0.262 -0.364
N 0.100 0.105 0.442
Cl -0.162 -0.013 -0.241
P -1.299 -1.616 -1.013
O 0.617 0.923 -0.250
O 0.250 0.176 0.438
H 0.052 0.015 0.001
H 0.264 -0.078 -0.259
H 0.140 0.129 -0.095
H -0.094 -0.024 -0.017
H -0.246 0.007 -0.193
H -0.073 -0.114 -0.023
H -0.159 0.037 0.063
H 0.103 0.113 0.090
H -0.059 -0.507 -0.151
H -0.168 -0.248 0.270
H 0.091 0.098 -0.100
C 0.108 -0.046 0.167
N -0.042 0.018 0.088
O 0.098 -0.025 -0.078
O -0.123 0.029 -0.024
H 0.030 -0.012 -0.072
H -0.044 -0.005 0.005
H -0.028 0.012 0.018
C -0.092 -0.031 -0.071
N -0.021 -0.089 -0.036
O -0.124 0.060 0.070
O 0.148 0.192 -0.063
H -0.028 0.011 0.036
H 0.054 -0.042 0.014
H 0.076 0.008 0.022
C 0.145 0.023 0.084
N -0.076 -0.109 0.027
O 0.174 0.075 -0.076
O -0.107 0.060 -0.044
H 0.027 -0.002 -0.030
H -0.061 -0.070 -0.038
H -0.073 -0.007 -0.010

Output
Energy relative to the best compared isomer or geometry (same formula, charge and spin) in kJ/mol: 0.00
Charge: +1
Multiplicity: 1
E_LUMO in eV: -4.217
HOMO-LUMO gap in eV: 8.687